{"formula": "C8H13NNiP", "method": "ωB97M-V with the def2-TZVPD basis set", "symbols": ["C", "C", "C", "C", "C", "Ni", "P", "H", "H", "H", "H", "H", "H", "H", "H", "C", "C", "C", "N", "H", "H", "H", "H", "H"], "positions_angstrom": [[0.69206, -1.59947, 0.86774], [1.68519, -1.94670, -0.00918], [1.90375, -1.63363, -1.36686], [1.08687, -0.77794, -2.13021], [-0.01230, -0.12421, -1.68544], [0.15065, -0.17046, 0.04172], [-0.18712, 0.19818, 2.15836], [0.57790, -2.20002, 1.77443], [2.40021, -2.69296, 0.36519], [2.69664, -2.17088, -1.89257], [-0.60019, 0.54952, -2.33645], [1.36051, -0.68887, -3.18763], [0.12083, 1.54861, 2.52595], [0.30192, -0.49210, 3.29361], [-1.59901, 0.10733, 2.36589], [-3.82892, 3.45557, 0.38044], [-2.50901, 3.48089, -0.39986], [-1.67599, 2.31930, -0.20637], [-0.90215, 1.47676, -0.01725], [-4.48992, 2.66598, 0.01885], [-4.35186, 4.40771, 0.26902], [-3.65923, 3.29392, 1.44683], [-2.72548, 3.58722, -1.46639], [-1.93291, 4.35850, -0.09260]], "forces_ev_per_angstrom": [[0.669, -3.015, -1.137], [1.588, -1.930, 0.204], [0.054, -0.123, 0.203], [0.267, 0.089, -1.834], [0.231, -1.071, -2.772], [-3.448, 4.489, 4.806], [0.008, 0.749, -0.154], [0.187, 0.508, -0.177], [0.109, -0.041, -0.077], [-0.053, 0.227, 0.273], [0.322, -0.596, 0.404], [0.145, -0.103, -0.067], [-0.399, -0.420, 0.262], [-0.131, 0.141, -0.184], [0.455, 0.215, 0.222], [-0.032, -0.203, 0.125], [-0.468, 0.079, -0.139], [-0.134, -0.992, 0.428], [0.036, 1.496, -0.368], [0.072, -0.048, -0.020], [0.051, 0.175, -0.105], [0.062, 0.005, -0.050], [0.128, -0.044, -0.019], [0.281, 0.412, 0.177]], "spin_multiplicity": 3, "s2": 2.039, "relative_energy_kj_mol": 0.0, "fmax_ha_per_bohr": 0.144, "homo_energy_ha": [0.015, -0.141], "charge": -1}